Record 1
115
Properties=species:S:1:pos:R:3 method="wB97M-V/def2-TZVPD" relative_energy_ev=0.564 homo_lumo_gap_ev=5.597 e_tot_ev=-115257.38926 charge=0
Ca 0.1595 -0.4269 0.4816
C -2.0430 2.0817 3.5341
C -1.0537 1.2987 3.0036
N -0.8340 1.1274 1.6960
C -1.9039 1.5603 0.8459
C -2.6970 2.6764 1.4314
N -2.7865 2.8878 2.6946
C -1.7262 1.4505 -0.6515
C -2.3298 2.4462 -1.5653
C -1.8006 2.7179 -2.7775
C -0.6216 2.0262 -3.2242
C -0.0515 1.1459 -2.3404
N -0.4870 0.8867 -1.1102
C 1.1466 0.3501 -2.7424
C 1.3920 0.0583 -4.0928
N 2.3980 -0.6955 -4.4994
C 3.2006 -1.1711 -3.5454
C 2.9702 -0.8981 -2.2139
N 1.9448 -0.1547 -1.7991
C -2.4582 3.7058 -3.6703
C -2.3926 3.5876 -5.0558
C -3.0427 4.5134 -5.8569
N -3.7405 5.5443 -5.3886
C -3.7928 5.6637 -4.0617
C -3.1803 4.7919 -3.1790
H -2.1609 2.2263 4.5984
H -0.3385 0.8145 3.6711
H -3.2302 3.3589 0.7752
H -3.2322 2.9465 -1.2509
H -0.1521 2.2594 -4.1667
H 0.7201 0.4289 -4.8561
H 4.0337 -1.7905 -3.8555
H 3.6271 -1.3031 -1.4509
H -1.8580 2.7688 -5.5186
H -2.9998 4.4178 -6.9369
H -4.3526 6.5116 -3.6820
H -3.2448 4.9795 -2.1157
C -2.5835 -0.8513 -3.6996
C -1.6551 -2.0165 -3.6396
N -0.7445 -2.2129 -2.7362
C -0.0188 -3.3522 -2.9995
C -0.4018 -4.0375 -4.1103
S -1.6975 -3.2332 -4.8702
C 1.0794 -3.7587 -2.1102
C 1.9766 -4.7420 -2.3941
S 3.0873 -4.9133 -1.1120
C 2.2833 -3.6497 -0.2595
N 1.2768 -3.1352 -0.8964
C 2.7278 -3.2277 1.1005
H -2.5173 -0.2847 -2.7750
H -3.6120 -1.1737 -3.8646
H -2.2973 -0.1842 -4.5133
H -0.0064 -4.9589 -4.5029
H 2.0514 -5.3417 -3.2850
H 3.7641 -3.5095 1.2856
H 2.1009 -3.6922 1.8647
H 2.6244 -2.1498 1.2065
C -4.3856 0.0292 1.6273
C -3.9475 0.0385 0.1595
C -4.0189 -1.4060 -0.3449
C -4.8959 0.9112 -0.6632
N -2.5275 0.4276 0.1147
H -5.3347 -0.5031 1.7274
H -4.5093 1.0346 2.0251
H -3.6312 -0.4798 2.2322
H -5.0528 -1.7606 -0.3617
H -3.4415 -2.0434 0.3274
H -3.5994 -1.5077 -1.3445
H -5.9075 0.5005 -0.6111
H -4.5956 0.9500 -1.7115
H -4.9310 1.9293 -0.2743
C 1.7888 -1.4603 4.4634
N 3.0373 -1.0490 3.8359
C 4.2393 -1.5684 4.4539
P 2.9763 0.2304 2.7909
O 2.0353 -0.0199 1.6640
N 2.4885 1.5315 3.6701
C 2.1752 2.7658 2.9495
C 2.7512 1.7130 5.0842
N 4.4966 0.4663 2.2054
C 4.8392 0.1825 0.8199
C 5.4998 1.1998 2.9538
H 1.7761 -2.5497 4.5578
H 0.9412 -1.1678 3.8442
H 1.6669 -1.0284 5.4634
H 4.1829 -2.6594 4.4994
H 4.3766 -1.1998 5.4783
H 5.1129 -1.3008 3.8648
H 1.8938 2.5386 1.9237
H 3.0297 3.4519 2.9622
H 1.3186 3.2543 3.4156
H 3.0939 0.7851 5.5385
H 1.8397 2.0302 5.5979
H 3.5147 2.4815 5.2509
H 3.9466 -0.1097 0.2734
H 5.5926 -0.6091 0.7500
H 5.2429 1.0819 0.3468
H 5.1889 1.3410 3.9876
H 5.6793 2.1853 2.5127
H 6.4477 0.6534 2.9621
C -2.6298 -5.0583 2.8544
N -1.7991 -3.8666 2.8288
C -1.5870 -3.1649 4.0863
C -1.3018 -3.3428 1.6938
C -1.6769 -3.9906 0.3875
O -0.5781 -2.3423 1.7391
H -2.5354 -5.5263 3.8325
H -2.3057 -5.7793 2.1083
H -3.6837 -4.8229 2.6846
H -2.4702 -3.2867 4.7115
H -1.4319 -2.1067 3.8916
H -0.7187 -3.5593 4.6202
H -2.7391 -4.2310 0.3525
H -1.1103 -4.9144 0.2480
H -1.4328 -3.3066 -0.4197



Record 2
106
Properties=species:S:1:pos:R:3 method="wB97M-V/def2-TZVPD" relative_energy_ev=2.751 homo_lumo_gap_ev=4.931 e_tot_ev=-152275.52362 charge=+2
Ga -1.1708 -1.5865 0.6302
C -1.8636 0.9318 2.9959
C -0.8479 1.8178 2.8940
C -0.9544 2.4517 1.4371
C -2.0443 1.8993 0.8786
C -2.6751 0.9922 1.8129
C -4.0373 0.4566 1.6784
C -4.8753 1.6633 2.2292
C -4.2926 -0.7741 2.5467
C -4.4413 0.2000 0.2267
C -0.0259 3.3717 0.6780
C 0.3707 4.6398 1.4413
C 1.2209 2.5584 0.2801
C -0.7003 3.8262 -0.6280
C 0.0667 2.1370 4.0476
C -0.0835 1.0884 5.1596
C 1.5520 2.1833 3.6714
C -0.3974 3.4925 4.6338
H -2.1048 0.3387 3.8594
H -2.4328 2.1033 -0.1027
H -4.6317 1.8821 3.2681
H -5.9205 1.3571 2.1745
H -4.7411 2.5586 1.6244
H -4.1379 -0.5730 3.6062
H -3.6455 -1.5994 2.2424
H -5.3277 -1.0921 2.4218
H -4.4039 1.1034 -0.3810
H -5.4672 -0.1685 0.2046
H -3.7950 -0.5551 -0.2190
H 0.9659 4.4500 2.3277
H -0.5090 5.2190 1.7250
H 0.9713 5.2625 0.7772
H 1.8454 2.2686 1.1247
H 1.8244 3.1756 -0.3874
H 0.9377 1.6572 -0.2687
H -1.6350 4.3557 -0.4393
H -0.8955 2.9913 -1.3015
H -0.0302 4.5108 -1.1480
H 0.0831 0.0753 4.7883
H -1.0605 1.1330 5.6411
H 0.6634 1.2873 5.9278
H 1.9318 1.1799 3.4640
H 2.1134 2.5750 4.5199
H 1.7702 2.8147 2.8160
H -1.4576 3.4610 4.8873
H -0.2248 4.3284 3.9638
H 0.1642 3.6737 5.5512
C -4.9353 -3.6800 -0.9598
C -4.6079 -4.7491 0.0882
C -3.3245 -4.2384 0.7541
O -2.8816 -3.1028 -0.0331
C -3.5622 -3.1465 -1.3061
H -5.5493 -2.8835 -0.5363
H -5.4547 -4.0862 -1.8253
H -4.4294 -5.7092 -0.3940
H -5.4114 -4.8863 0.8082
H -2.5330 -4.9890 0.7635
H -3.4822 -3.8811 1.7715
H -3.0237 -3.8132 -1.9856
H -3.5562 -2.1382 -1.7181
C 0.6617 -5.2570 1.7341
C 0.3125 -3.9736 2.4127
C 0.9789 -3.6447 3.7039
O -0.5299 -3.2229 1.9245
H 1.6839 -5.5644 1.9471
H 0.4876 -5.1811 0.6630
H 0.0013 -6.0325 2.1348
H 0.8720 -4.4813 4.3976
H 0.5688 -2.7383 4.1402
H 2.0514 -3.5308 3.5258
Cl 5.5578 4.3785 -3.9399
C 5.0742 2.7283 -3.7878
C 4.3802 2.3186 -2.6629
C 3.9614 1.0032 -2.5752
C 4.2198 0.0770 -3.5820
C 3.6885 -1.3345 -3.5377
C 3.8365 -2.0668 -2.1981
N 2.8183 -1.7804 -1.1823
C 3.0017 -1.1166 0.0080
C 1.7864 -1.0783 0.6150
N 0.8709 -1.7504 -0.1696
C 1.5335 -2.1614 -1.2356
O 2.3545 -1.4984 -4.0413
C 1.4596 -0.3844 -3.9867
C 1.6555 0.6112 -5.0904
C 1.5398 1.9610 -4.9492
Cl 1.1358 2.8046 -3.4973
S 1.8184 2.8265 -6.3974
C 2.1087 1.3634 -7.2374
C 1.9758 0.2733 -6.4375
C 4.9700 0.5183 -4.6767
Cl 5.4150 -0.5636 -5.9589
C 5.3857 1.8327 -4.7965
H 4.1595 3.0313 -1.8816
H 3.3821 0.7088 -1.7093
H 4.3107 -1.9236 -4.2108
H 4.8083 -1.8473 -1.7592
H 3.7924 -3.1382 -2.3918
H 3.9637 -0.7291 0.2967
H 1.5186 -0.6270 1.5578
H 1.1324 -2.7223 -2.0630
H 1.5108 0.1295 -3.0220
H 0.4678 -0.8360 -4.0642
H 2.3553 1.3891 -8.2867
H 2.1196 -0.7418 -6.7757
H 5.9438 2.1515 -5.6649